# C28H41N5O2

A 7-piece molecular cluster, C28H41N5O2 overall (the ωB97M-V functional and the def2-TZVPD basis, the OMol25 dataset).

Computed properties:
Lowest unoccupied orbital energy (eV): 0.42
HOMO-LUMO gap (eV): 8.497
Calculated total energy (eV): -41242.257
Strongest force on any atom (eV/Å): 4.4
Highest occupied orbital energy (eV): -8.1

XYZ file:
```
76
Properties=species:S:1:pos:R:3:forces:R:3:mulliken_charge:R:1
C -0.151350 -0.043259 5.693960 2.5907 -1.0248 0.8336 -0.66
C -0.336499 -1.454209 5.515226 -0.8474 -0.1581 0.6654 -0.08
C -1.575601 -1.600673 4.961752 1.6125 1.9291 0.0907 -1.03
N -2.045983 -0.362889 4.661947 -0.6957 -0.3971 -0.3131 0.10
C -1.173340 0.565926 5.080332 -1.1641 2.4906 0.2635 -0.51
H 0.698054 0.410700 6.214837 -0.5133 -0.0589 -0.3847 0.39
H 0.209739 -2.351917 5.757591 0.5598 0.4512 0.3519 0.42
H -1.937652 -2.438684 4.528139 -1.5415 -2.4174 -0.8871 0.71
H -2.758298 -0.141880 4.005324 -0.6927 0.0205 -0.3229 0.26
H -1.480806 1.622617 5.031262 0.5170 -0.6777 -0.0494 0.39
C -0.434872 -1.989875 0.580926 -0.7178 0.5182 0.8593 -0.45
C 0.484650 -0.988101 0.169863 -0.2519 -0.5271 0.6688 0.50
C 0.897330 -0.283718 1.265688 0.3999 0.3616 -0.8256 -1.62
N 0.214228 -0.722484 2.323571 -1.2050 -3.4273 -2.4898 0.36
C -0.593463 -1.816615 1.936719 2.0570 2.5795 -1.0639 -0.93
H -1.097606 -2.611406 -0.005077 0.4589 -0.2058 -0.1555 0.68
H 0.838944 -0.829437 -0.790359 0.7106 0.2285 -1.5069 0.40
H 1.707600 0.419543 1.325517 -0.1384 0.3231 0.0871 0.69
H 0.143973 -0.376131 3.202664 0.3003 1.3617 3.1134 0.23
H -1.188680 -2.167506 2.691798 -1.4185 -1.2539 1.0392 0.18
C 3.939559 -3.193098 -1.396663 2.0486 0.5299 1.6395 -0.18
C 4.026813 -3.124871 -2.783902 -3.5536 -0.9377 0.8506 -0.45
C 2.735976 -3.293854 -3.234051 0.1339 0.0557 -0.1668 -0.94
N 1.864322 -3.446363 -2.154830 1.1762 1.0224 -1.4463 0.07
C 2.642165 -3.294567 -1.036124 -1.4949 -0.2426 1.6331 -0.46
H 4.835040 -3.106729 -0.739811 -1.1452 -0.0950 -0.3514 0.38
H 4.870078 -3.015331 -3.318785 2.6079 0.2840 -1.9351 0.58
H 2.400322 -3.288820 -4.247679 -0.3918 -0.1362 -0.3073 0.36
H 0.884488 -3.210204 -2.306519 0.1743 -0.5163 0.5478 0.32
H 2.174409 -3.224210 -0.047091 0.3249 -0.2285 -0.5705 0.37
C -3.228298 2.008270 2.070262 -0.0113 1.0694 0.6959 -0.43
C -2.682651 1.092509 1.136124 0.2076 0.3187 0.2783 0.45
C -3.555539 0.055520 1.074761 -0.2714 0.8473 0.3461 -1.07
N -4.598974 0.382929 1.884779 -1.4180 -2.8750 0.0105 0.05
C -4.434766 1.532541 2.559309 0.8147 0.5206 -0.2274 -1.01
H -2.802674 2.949288 2.370503 0.1671 0.1275 -0.0602 0.43
H -1.755472 1.166571 0.606066 0.2745 0.0705 -0.0662 0.39
H -3.550325 -0.877108 0.582718 0.1018 -0.6696 -0.5327 0.52
H -5.252789 -0.359662 2.089196 -0.3228 0.5268 0.1706 0.23
H -5.171188 1.880411 3.290738 0.5375 -0.0368 -0.4974 0.35
C 2.736577 2.106251 -2.323535 1.4874 -2.0703 0.6908 -0.67
C 4.076714 1.594957 -1.905889 -0.0047 2.4789 -0.9626 -0.72
C 4.110339 0.286855 -2.207041 -1.4870 -1.0326 0.2161 -0.29
N 2.872951 -0.083154 -2.659453 -0.0137 0.4389 0.3736 0.18
C 2.020948 0.978503 -2.685826 2.2960 0.9766 0.0451 -0.40
H 2.389359 3.098993 -2.443304 -0.1038 0.7474 0.2937 0.59
H 5.021370 2.138653 -1.680459 -1.2602 -0.1490 0.1352 0.39
H 4.766027 -0.514433 -1.985390 0.8931 -0.1990 0.0099 0.33
H 2.652218 -1.016331 -2.899241 -0.2306 -0.9355 -0.1790 0.29
H 1.106101 0.904414 -3.169220 -1.6167 -0.1095 -0.5296 0.33
C -2.389251 -1.854823 -4.878283 -0.4253 -0.0098 0.8366 -0.61
C -1.827478 -0.718245 -4.009450 -1.2804 -0.5078 2.9091 -0.63
C -1.241995 -1.505252 -2.767228 1.5238 0.4694 -1.1363 1.39
O -1.119987 -2.840283 -3.210168 1.1578 -0.6583 0.9266 -0.46
C -2.253049 -3.106497 -3.947044 0.3487 0.0137 -1.7898 -0.54
H -1.765598 -1.763768 -5.741293 -0.1572 -0.9642 -1.0437 0.32
H -3.466764 -1.773572 -5.027192 0.2182 0.4124 -0.7624 0.30
H -2.565380 -0.009204 -3.579615 0.1078 -0.4216 -0.5728 0.36
H -1.086593 -0.120713 -4.466709 0.8589 0.3770 -0.7297 0.28
H -1.873889 -1.437175 -1.872628 0.1680 0.0848 -0.1363 -0.14
H -0.173148 -1.259835 -2.580513 -0.9665 0.5091 0.4082 -0.92
H -3.078100 -2.930825 -3.296976 -1.2506 -0.7787 0.6988 0.32
H -2.197580 -4.164109 -4.365960 -0.2307 1.5880 0.3438 0.30
C 0.457891 3.123229 1.292150 -1.2410 -0.1119 0.4603 0.77
C -0.288170 4.453066 1.144927 -0.4038 0.0949 -0.8737 -0.60
C 0.717997 5.354036 0.428222 0.8948 -1.6766 0.9935 -0.58
O 2.007068 4.902153 0.896367 -0.1730 0.5050 -0.0431 -0.49
C 1.939149 3.557210 1.328553 -1.1413 -0.1283 -0.3201 -0.27
H 0.194356 2.489392 0.410664 0.7379 0.4214 0.5032 -0.20
H 0.014600 2.568240 2.154463 0.8318 0.3397 -0.3692 -0.16
H -0.647230 4.829327 2.088326 0.1553 0.3530 0.4399 0.32
H -1.162874 4.315963 0.505486 -0.1189 0.0579 0.1038 0.30
H 0.671515 6.402977 0.615259 -0.2415 0.7033 0.1003 0.36
H 0.707159 5.126048 -0.614320 -0.3573 0.1803 -1.0488 0.24
H 2.505480 3.517830 2.225908 -0.0688 -0.2295 1.3204 0.36
H 2.408386 2.876871 0.675737 1.1132 -0.5203 -1.2965 -0.01
```
Positions in Å, forces in eV/Å.